Record 1
{"formula": "C63H49AsO2PPdSb", "method": "wB97M-V/def2-TZVPD", "species": ["Pd", "O", "C", "C", "C", "C", "C", "C", "C", "P", "C", "C", "C", "C", "C", "C", "C", "C", "C", "C", "C", "C", "H", "H", "H", "H", "H", "H", "H", "H", "H", "H", "H", "H", "H", "H", "C", "C", "C", "C", "C", "C", "C", "C", "H", "H", "H", "H", "H", "O", "As", "C", "C", "C", "C", "C", "C", "C", "C", "C", "C", "C", "C", "C", "C", "C", "C", "C", "C", "H", "H", "H", "H", "H", "H", "H", "H", "H", "H", "H", "H", "H", "H", "H", "C", "C", "C", "C", "C", "C", "Sb", "C", "C", "C", "C", "C", "C", "C", "C", "C", "C", "C", "C", "H", "H", "H", "H", "H", "H", "H", "H", "H", "H", "H", "H", "H", "H", "H"], "coordinates": [[-0.1338, -1.1618, 0.4181], [0.6573, -0.9011, 3.2144], [0.1294, -1.6311, 2.4024], [-0.4212, -2.9771, 2.8788], [-0.5930, -3.2858, 4.2207], [-1.1604, -4.5033, 4.5683], [-1.5390, -5.4105, 3.5848], [-1.3513, -5.1153, 2.2419], [-0.7872, -3.8946, 1.8948], [-0.4476, -3.3037, 0.2139], [-1.7771, -3.9437, -0.8220], [-1.7249, -5.2031, -1.4105], [-2.8040, -5.6623, -2.1526], [-3.9289, -4.8648, -2.3067], [-3.9772, -3.6035, -1.7265], [-2.9005, -3.1380, -0.9900], [1.0622, -4.1593, -0.3308], [1.6903, -3.6679, -1.4759], [2.8592, -4.2546, -1.9304], [3.4184, -5.3217, -1.2389], [2.8043, -5.8046, -0.0930], [1.6266, -5.2253, 0.3624], [-0.2970, -2.5600, 4.9675], [-1.3214, -4.7468, 5.6109], [-1.9907, -6.3530, 3.8684], [-1.6522, -5.8202, 1.4756], [-0.8387, -5.8176, -1.3031], [-2.7627, -6.6395, -2.6162], [-4.7666, -5.2226, -2.8919], [-4.8475, -2.9735, -1.8578], [-2.9148, -2.1415, -0.5630], [1.2649, -2.8141, -1.9923], [3.3439, -3.8688, -2.8180], [4.3381, -5.7715, -1.5909], [3.2430, -6.6306, 0.4519], [1.1579, -5.5984, 1.2642], [-0.5223, -0.7707, -1.5550], [-0.7773, -0.5422, -2.7232], [-1.0017, -0.1648, -4.0861], [-0.2072, -0.6808, -5.1155], [-0.3941, -0.2714, -6.4258], [-1.3748, 0.6621, -6.7359], [-2.1731, 1.1774, -5.7234], [-1.9911, 0.7691, -4.4117], [0.5591, -1.4058, -4.8712], [0.2297, -0.6825, -7.2095], [-1.5180, 0.9824, -7.7597], [-2.9429, 1.9024, -5.9565], [-2.6107, 1.1699, -3.6188], [2.1413, -0.1355, 0.2653], [2.8948, 1.3188, 0.2902], [4.7667, 1.0715, 0.6603], [5.6065, 2.1275, 0.9966], [6.9523, 1.8883, 1.2288], [7.4524, 0.5961, 1.1295], [6.6104, -0.4573, 0.8033], [5.2623, -0.2228, 0.5697], [2.2845, 2.5954, 1.5970], [2.7095, 2.4756, 2.9183], [2.2890, 3.4006, 3.8611], [1.4397, 4.4359, 3.4906], [1.0078, 4.5491, 2.1778], [1.4329, 3.6311, 1.2269], [2.7246, 2.1972, -1.4070], [2.0717, 1.5032, -2.4183], [1.9145, 2.1024, -3.6632], [2.4096, 3.3768, -3.8884], [3.0642, 4.0671, -2.8734], [3.2234, 3.4772, -1.6309], [5.2132, 3.1330, 1.0949], [7.6097, 2.7065, 1.4926], [8.5027, 0.4102, 1.3141], [7.0022, -1.4639, 0.7365], [4.5803, -1.0306, 0.3290], [3.3609, 1.6602, 3.2106], [2.6180, 3.3083, 4.8882], [1.1067, 5.1519, 4.2311], [0.3363, 5.3473, 1.8888], [1.0997, 3.7277, 0.1996], [1.6669, 0.5165, -2.2181], [1.3940, 1.5711, -4.4505], [2.2836, 3.8409, -4.8585], [3.4461, 5.0641, -3.0513], [3.7208, 4.0230, -0.8368], [-1.4015, 5.0284, -1.9103], [-1.0801, 3.7624, -2.3784], [-1.0599, 2.6808, -1.5060], [-1.3745, 2.8589, -0.1580], [-1.6897, 4.1339, 0.3046], [-1.7065, 5.2133, -0.5682], [-1.2263, 1.1578, 1.1191], [-1.7299, 2.0010, 3.0050], [-2.9678, 2.6049, 3.2171], [-3.2928, 3.1125, 4.4659], [-2.3862, 3.0135, 5.5147], [-1.1585, 2.4005, 5.3146], [-0.8311, 1.8935, 4.0630], [-3.1915, 0.3636, 0.7939], [-3.9087, 0.5247, -0.3866], [-5.1033, -0.1583, -0.5905], [-5.5821, -1.0283, 0.3761], [-4.8650, -1.2155, 1.5503], [-3.6776, -0.5283, 1.7539], [-1.4103, 5.8729, -2.5881], [-0.8333, 3.6114, -3.4225], [-0.7915, 1.6962, -1.8724], [-1.9137, 4.2886, 1.3537], [-1.9537, 6.2018, -0.2007], [-3.6882, 2.6650, 2.4086], [-4.2573, 3.5785, 4.6250], [-2.6454, 3.4047, 6.4906], [-0.4560, 2.3100, 6.1339], [0.1180, 1.3924, 3.9138], [-3.5438, 1.2007, -1.1523], [-5.6572, -0.0108, -1.5099], [-6.5083, -1.5658, 0.2148], [-5.2289, -1.9014, 2.3052], [-3.1300, -0.6816, 2.6794]], "forces_ev_per_a": [[0.3, 0.6, 0.5], [0.0, -0.1, -0.1], [0.0, -0.1, 0.0], [0.0, 0.0, -0.3], [0.0, 0.0, 0.0], [0.0, 0.1, 0.0], [-0.1, -0.1, 0.0], [0.0, 0.0, 0.0], [0.1, 0.2, 0.1], [0.2, -0.3, 0.0], [0.0, 0.1, 0.0], [0.0, 0.0, 0.0], [0.0, 0.0, 0.0], [0.0, 0.0, 0.0], [0.0, 0.0, 0.0], [0.0, 0.0, 0.0], [-0.1, -0.1, 0.0], [0.0, 0.0, 0.0], [0.0, 0.0, 0.0], [0.0, 0.0, 0.0], [0.0, 0.0, 0.0], [0.0, 0.0, 0.0], [0.0, 0.0, 0.0], [0.0, 0.0, 0.0], [0.0, 0.0, 0.0], [0.0, 0.0, 0.0], [0.0, 0.0, 0.0], [0.0, 0.0, 0.0], [0.0, 0.0, 0.0], [0.0, 0.0, 0.0], [0.0, 0.0, 0.0], [0.0, 0.0, 0.0], [0.0, 0.0, 0.0], [0.0, 0.0, 0.0], [0.0, 0.0, 0.0], [0.0, 0.0, 0.0], [-0.1, -0.1, -0.1], [0.1, -0.1, 0.0], [0.0, 0.0, 0.0], [0.0, 0.0, 0.0], [0.0, 0.0, 0.0], [0.0, 0.0, 0.0], [0.0, 0.0, 0.0], [0.0, 0.0, 0.0], [0.0, 0.0, 0.0], [0.0, 0.0, 0.0], [0.0, 0.0, 0.0], [0.0, 0.0, 0.0], [0.0, 0.0, 0.0], [0.0, -0.3, 0.0], [0.1, 0.1, 0.0], [0.0, 0.0, 0.0], [0.0, 0.0, 0.0], [0.0, 0.0, 0.0], [0.0, 0.0, 0.0], [0.0, 0.0, 0.0], [0.0, 0.0, 0.0], [0.0, 0.0, 0.0], [0.0, 0.0, 0.0], [0.0, 0.0, 0.0], [0.0, 0.0, 0.0], [0.0, 0.0, 0.1], [0.1, 0.0, 0.0], [0.0, 0.0, -0.1], [0.0, 0.0, 0.0], [0.0, -0.1, 0.0], [0.0, 0.0, 0.0], [0.0, 0.0, -0.1], [0.0, 0.0, 0.0], [0.0, 0.0, 0.0], [0.0, 0.0, 0.0], [0.0, 0.0, 0.0], [0.0, 0.0, 0.0], [0.0, 0.0, 0.0], [0.0, 0.0, 0.0], [0.0, 0.0, 0.0], [0.0, 0.0, 0.0], [0.0, 0.0, 0.0], [0.0, 0.0, 0.0], [0.0, 0.0, 0.0], [0.0, 0.0, 0.0], [0.0, 0.0, 0.0], [0.0, 0.0, 0.0], [0.0, 0.0, 0.0], [0.0, 0.0, 0.0], [0.0, 0.1, 0.0], [0.0, 0.1, 0.1], [0.0, 0.0, 0.0], [-0.1, -0.1, 0.0], [0.0, 0.0, 0.0], [-0.6, 0.0, -0.2], [0.2, 0.0, 0.1], [0.0, 0.0, 0.0], [0.0, 0.0, 0.0], [0.0, 0.0, 0.0], [0.0, 0.0, 0.0], [0.0, 0.0, 0.0], [0.0, -0.2, 0.0], [0.0, 0.2, 0.0], [0.0, 0.0, 0.0], [0.0, 0.0, 0.0], [0.0, 0.0, 0.0], [0.0, 0.1, 0.0], [0.0, 0.0, 0.0], [0.0, 0.0, 0.0], [0.0, 0.1, 0.0], [0.0, 0.0, 0.0], [0.0, 0.0, 0.0], [0.0, 0.0, 0.0], [0.0, 0.0, 0.0], [0.0, 0.0, 0.0], [0.0, 0.0, 0.0], [0.0, 0.0, 0.0], [0.0, 0.0, 0.0], [0.0, 0.0, 0.0], [0.0, 0.0, 0.0], [0.0, 0.0, 0.0], [0.0, 0.0, 0.0]], "lowdin_charge": [0.471, -0.038, -0.422, -0.211, -0.020, -0.069, -0.075, -0.075, -0.303, 0.984, -0.331, -0.083, -0.082, -0.080, -0.064, -0.078, -0.329, -0.081, -0.076, -0.088, -0.082, -0.077, 0.116, 0.103, 0.103, 0.108, 0.105, 0.102, 0.102, 0.097, 0.074, 0.087, 0.104, 0.101, 0.102, 0.099, -0.186, -0.160, -0.266, -0.055, -0.094, -0.101, -0.087, -0.048, 0.112, 0.100, 0.097, 0.101, 0.102, -0.519, 1.179, -0.295, -0.101, -0.083, -0.085, -0.077, -0.083, -0.299, -0.094, -0.084, -0.076, -0.072, -0.114, -0.292, -0.081, -0.067, -0.080, -0.079, -0.102, 0.102, 0.103, 0.103, 0.104, 0.100, 0.115, 0.108, 0.108, 0.104, 0.093, 0.079, 0.098, 0.105, 0.103, 0.102, -0.083, -0.077, -0.140, -0.370, -0.144, -0.087, 1.570, -0.361, -0.134, -0.085, -0.090, -0.085, -0.133, -0.375, -0.118, -0.097, -0.108, -0.088, -0.142, 0.101, 0.100, 0.052, 0.087, 0.102, 0.103, 0.102, 0.100, 0.104, 0.075, 0.087, 0.103, 0.102, 0.104, 0.100], "energy_ha": -5525.79874, "total_charge": 0, "e_above_lowest_ev": 0.040, "fmax_ev_per_a": 0.78, "orbital_gap_ha": 0.295}

=====

Record 2
{"formula": "C41H48ClIN3O3SScSi", "method": "wB97M-V/def2-TZVPD", "species": ["Sc", "C", "C", "C", "C", "Cl", "C", "C", "C", "O", "C", "C", "O", "O", "H", "H", "H", "H", "H", "H", "H", "H", "C", "C", "C", "C", "C", "C", "Si", "C", "C", "C", "C", "C", "C", "H", "H", "H", "H", "H", "H", "H", "H", "H", "H", "H", "C", "C", "C", "C", "C", "C", "H", "H", "H", "H", "H", "I", "C", "C", "C", "C", "N", "C", "H", "H", "H", "H", "C", "C", "C", "C", "N", "C", "S", "N", "C", "C", "C", "C", "H", "H", "H", "H", "H", "H", "H", "H", "H", "H", "H", "H", "H", "H", "H", "H", "H", "H", "H", "H"], "coordinates": [[1.3989, 0.8595, 0.3464], [-1.9610, 2.5552, -5.9749], [-0.9843, 1.5090, -6.5333], [-0.6901, 1.5747, -7.9025], [0.0241, 0.5666, -8.5020], [0.1736, 0.4798, -10.1948], [0.5566, -0.4810, -7.7453], [0.4239, -0.4504, -6.3123], [-0.3798, 0.5089, -5.7297], [-0.8279, 0.2734, -4.4356], [-0.3065, 1.0393, -3.3818], [-0.6859, 0.3778, -2.1241], [-1.5971, -0.4365, -2.0715], [0.1042, 0.7769, -1.0596], [-1.5806, 3.5728, -6.0979], [-2.1743, 2.5101, -4.8964], [-2.9488, 2.5186, -6.4861], [-0.9297, 2.4047, -8.4950], [1.1907, -1.2303, -8.2789], [0.8512, -1.2778, -5.7392], [-0.6759, 2.0899, -3.4561], [0.8278, 1.0938, -3.4801], [-4.7589, 5.3801, 6.0651], [-3.3801, 5.3947, 5.7979], [-2.7851, 4.4350, 4.9867], [-3.5995, 3.5249, 4.2572], [-4.9769, 3.6866, 4.4429], [-5.5951, 4.5024, 5.3880], [-3.1347, 2.5469, 2.7671], [-3.8635, 0.7834, 2.7012], [-3.3583, -0.3207, 1.9495], [-4.0345, -1.5352, 1.7567], [-5.3135, -1.6252, 2.3287], [-5.7351, -0.7010, 3.2902], [-4.9511, 0.4367, 3.5303], [-5.1067, 6.0840, 6.8045], [-2.7732, 6.1274, 6.3600], [-1.7316, 4.5012, 4.9067], [-5.6898, 3.1575, 3.8198], [-6.6438, 4.4566, 5.4890], [-3.6090, 3.4332, 1.6818], [-2.3858, -0.1868, 1.4534], [-3.6219, -2.2422, 1.0400], [-5.9785, -2.4151, 1.9905], [-6.6484, -0.8201, 3.8330], [-5.2501, 1.0724, 4.3599], [1.4672, 2.0540, 3.0183], [0.7414, 2.0304, 4.2051], [-0.6396, 2.3382, 4.2462], [-1.2717, 2.4182, 2.9874], [-0.5259, 2.8385, 1.8665], [0.8721, 2.5969, 1.8596], [2.4463, 1.5459, 3.0362], [1.2861, 1.8277, 5.1397], [-1.1423, 2.4426, 5.1882], [-1.0538, 3.2492, 1.0304], [1.5444, 3.1497, 1.2209], [5.2203, 5.4795, -0.4928], [4.3455, 3.5938, -1.2551], [3.9659, 3.4107, -2.6398], [3.4054, 2.1692, -3.0133], [3.1116, 1.2496, -2.0008], [3.1638, 1.6126, -0.6671], [3.8946, 2.7159, -0.3064], [4.1319, 4.1772, -3.3868], [3.1671, 1.9217, -4.0534], [3.0613, 0.1804, -2.2534], [4.1171, 2.8493, 0.7379], [-0.8258, -6.8169, -0.1166], [-0.1208, -5.6637, -0.8032], [-0.3576, -4.2238, -0.2595], [0.0651, -3.0235, -1.0570], [1.4683, -2.7251, -1.2172], [2.2248, -2.1618, -0.2306], [1.5790, -1.5441, 1.2135], [3.5309, -2.1364, -0.4418], [4.5574, -1.7597, 0.6114], [4.6353, -2.6764, 1.8671], [4.7538, -4.2233, 1.4686], [4.5769, -5.0766, 2.8023], [-0.6525, -7.7313, -0.7262], [-1.9025, -6.6129, -0.0822], [-0.4451, -6.9978, 0.8885], [-0.4820, -5.5772, -1.8570], [0.9774, -5.8976, -0.8625], [0.0157, -4.0527, 0.7713], [-1.4408, -4.0998, -0.2436], [-0.4093, -2.2152, -0.6682], [-0.3097, -3.1266, -2.1196], [1.9608, -3.1746, -1.9820], [3.9268, -2.6142, -1.2359], [4.2197, -0.7683, 0.8785], [5.5994, -1.6829, 0.2603], [3.7178, -2.5986, 2.4986], [5.5348, -2.3764, 2.4517], [5.7241, -4.4538, 1.0146], [3.9703, -4.5132, 0.7047], [5.0931, -4.5755, 3.5944], [5.1091, -6.1301, 2.7620], [3.5123, -5.1331, 3.1991]], "forces_ev_per_a": [[0.4, 0.4, 0.4], [-0.3, 0.1, 0.2], [0.0, 0.7, 0.5], [0.5, -0.8, 1.4], [0.3, -1.4, 1.2], [0.2, 0.2, -1.0], [0.8, 0.3, 1.0], [0.3, -0.7, -2.3], [-1.3, 0.2, -0.2], [0.0, -0.1, -0.8], [1.8, 1.2, -1.7], [-0.2, -0.7, 2.6], [1.5, 1.2, 0.5], [-2.2, -0.8, -2.2], [0.1, -0.1, -0.3], [0.2, -0.5, -0.4], [0.7, -0.1, 0.2], [-0.9, 1.0, -0.6], [-0.8, 0.5, 0.8], [-0.2, 0.4, 0.0], [0.2, -0.5, 0.5], [-1.3, 0.0, 0.4], [0.4, 0.1, 0.0], [-0.3, -0.2, 0.9], [-1.5, 0.2, -0.2], [-0.9, 1.4, 0.8], [-0.8, -0.4, 0.1], [2.1, 0.4, -0.3], [0.9, -0.9, 0.9], [-0.1, -1.4, 0.7], [0.6, 0.9, -0.4], [-0.5, 1.7, 0.3], [0.1, -0.3, -0.2], [1.4, 0.1, -0.7], [-0.5, 0.1, -0.3], [-0.4, 0.1, 0.0], [-0.2, -0.5, -0.5], [0.8, -0.3, -0.4], [0.2, -0.4, -0.2], [-1.0, 0.2, 0.3], [0.3, -0.3, -0.4], [-0.4, -0.1, 0.0], [-0.2, -0.1, 0.3], [0.1, -0.1, 0.4], [-0.4, -0.2, 0.2], [-0.1, 0.2, -0.3], [0.1, -1.3, 0.6], [-0.7, 0.2, 0.9], [2.1, -1.3, -1.0], [-0.6, 2.1, -1.4], [0.4, -1.6, 1.4], [0.0, 0.7, -0.5], [-0.1, 0.9, -0.2], [-0.3, 0.0, -0.4], [-0.3, -0.4, 0.1], [0.0, 0.0, -0.6], [0.1, 0.4, -0.7], [-0.5, -1.5, -0.8], [-0.6, 0.6, 0.2], [0.0, 0.1, 0.0], [0.0, 0.0, 1.3], [0.8, 0.2, -1.6], [-0.5, -1.0, 1.3], [0.6, 0.6, -1.1], [0.1, 0.0, 0.2], [0.4, 0.1, 0.3], [-0.5, 0.4, 0.2], [-0.1, 0.1, 0.3], [-0.1, -0.1, -0.5], [1.2, 1.2, -1.1], [0.0, -0.9, 1.1], [0.4, -2.3, -3.4], [1.1, 0.2, 1.1], [-0.4, -0.7, -1.1], [-0.5, 0.1, 0.4], [2.6, -0.3, 0.8], [-0.8, -0.1, 0.6], [-0.6, -1.4, -0.8], [-0.9, 0.1, 1.1], [0.2, -1.4, -0.8], [-0.2, 0.5, 0.5], [0.1, -0.2, 0.1], [-0.1, 0.0, 0.0], [0.3, -0.4, 0.5], [-0.8, 0.3, 0.0], [-0.3, -0.5, -0.3], [-0.2, -0.1, 0.4], [-1.3, 2.6, 1.1], [0.2, 0.2, 1.0], [-0.1, 0.2, 0.2], [-0.3, 0.0, -0.2], [0.4, 0.4, 0.4], [-0.8, -0.1, -0.9], [0.8, 0.2, -0.4], [-0.7, -0.2, -0.3], [-0.1, 0.2, 0.1], [0.7, 0.4, 0.9], [0.5, 0.5, 0.5], [-1.5, 1.9, -0.2], [1.2, -0.2, -1.0]], "lowdin_charge": [0.765, -0.028, -0.153, -0.074, -0.719, 0.695, -0.091, 0.012, -0.233, -0.057, -0.119, -0.484, 0.100, -0.207, 0.081, 0.066, 0.093, 0.099, 0.110, 0.118, 0.144, 0.137, -0.086, -0.085, -0.087, -0.270, -0.140, -0.072, 0.763, -0.237, -0.087, -0.077, -0.094, -0.084, -0.111, 0.096, 0.110, 0.080, 0.093, 0.090, 0.024, 0.097, 0.098, 0.098, 0.092, 0.085, -0.141, -0.078, -0.087, -0.272, -0.091, -0.261, 0.103, 0.112, 0.094, 0.092, 0.091, 0.687, -0.628, -0.158, -0.109, -0.225, -0.142, -0.279, 0.077, 0.101, 0.091, 0.081, -0.123, -0.273, -0.199, -0.244, 0.042, -0.755, 0.724, 0.014, -0.179, -0.208, -0.235, -0.125, 0.080, 0.074, 0.070, 0.112, 0.109, 0.105, 0.114, 0.045, 0.153, 0.150, 0.143, 0.069, 0.128, 0.070, 0.119, 0.092, 0.098, 0.034, 0.100, 0.083], "energy_ha": -4187.31937, "total_charge": 0, "e_above_lowest_ev": 3.285, "fmax_ev_per_a": 4.07, "orbital_gap_ha": [0.190, 0.191]}